Below is C16H23BN2O4 in the gas phase, with properties calculated with the ωB97M-V functional and the def2-TZVPD basis.

Positions of all 46 atoms, in Å:
C1 -3.62 0.67 -5.56
C2 -2.83 -0.26 -5.01
C3 -2.29 -0.09 -3.63
O1 -3.15 0.24 -2.84
N1 -0.93 -0.20 -3.16
C4 0.12 -0.69 -4.12
C5 -0.88 -0.55 -1.74
C6 -0.03 0.34 -0.95
O2 1.05 0.65 -1.43
N2 -0.47 0.85 0.27
C7 0.26 1.82 1.08
C8 1.65 1.33 1.43
C9 1.61 -0.07 2.04
C10 1.52 -1.15 1.16
C11 1.35 -2.38 1.70
C12 1.05 -2.55 3.07
C13 0.70 -3.91 3.60
C14 1.01 -1.41 3.84
C15 1.21 -0.13 3.38
C16 1.30 1.02 4.30
B1 0.15 3.30 0.47
O3 0.52 3.39 -0.91
O4 -0.24 4.42 1.17
H1 -3.89 0.66 -6.62
H2 -3.78 1.56 -5.04
H3 -2.60 -1.18 -5.55
H4 -0.49 -0.86 -5.01
H5 0.94 -0.02 -4.19
H6 0.53 -1.65 -3.71
H7 -1.90 -0.62 -1.34
H8 -0.50 -1.56 -1.73
H9 -1.53 0.91 0.42
H10 -0.38 1.94 1.98
H11 2.35 1.28 0.58
H12 2.08 1.99 2.12
H13 1.80 -0.97 0.13
H14 1.27 -3.19 0.90
H15 -0.31 -3.85 3.99
H16 1.41 -4.24 4.35
H17 0.70 -4.70 2.83
H18 1.00 -1.48 4.87
H19 0.58 1.78 3.97
H20 2.29 1.44 4.23
H21 1.30 0.67 5.36
H22 0.58 2.44 -1.15
H23 -0.53 5.03 0.44

As for the SMILES: C=CC(=O)N(C)CC(=O)N[C@@H](Cc1ccc(C)cc1C)B(O)O. The calculation puts the energy above the lowest of the compared OMol25 structures with the same formula, charge and spin at 46.51 kcal per mole. Its maximum force is 0.0586 Eh/bohr. The value obtained for the highest occupied orbital energy is -8.57 eV. The calculation puts the orbital gap at 9.110 eV.

***

Below is 2 unconnected molecules or ions with the total composition C11H14N2, with properties calculated with the ωB97M-V functional and the def2-TZVPD basis.

Positions of all 27 atoms, in Å:
C1 -0.28 -2.42 2.36
C2 -1.21 -1.24 2.44
C3 -2.35 -1.12 3.18
N1 -2.75 0.19 3.05
C4 -1.86 0.80 2.23
N2 -0.91 -0.02 1.89
H1 0.40 -2.23 1.52
H2 -0.83 -3.32 2.09
H3 0.20 -2.59 3.31
H4 -2.94 -1.81 3.76
H5 -3.68 0.51 3.27
H6 -1.91 1.84 1.95
C5 2.04 -1.15 -1.36
C6 1.57 0.13 -1.99
C7 2.05 1.33 -1.44
C8 1.42 2.52 -1.78
C9 0.36 2.55 -2.68
C10 -0.09 1.37 -3.24
C11 0.49 0.16 -2.85
H7 2.34 -1.98 -1.99
H8 1.26 -1.45 -0.67
H9 2.92 -0.96 -0.74
H10 2.89 1.34 -0.75
H11 1.76 3.47 -1.40
H12 -0.06 3.51 -2.96
H13 -0.93 1.34 -3.93
H14 0.08 -0.75 -3.28

As for the SMILES: Cc1c[nH]cn1.Cc1ccccc1. The calculation puts the energy above the lowest of the compared OMol25 structures with the same formula, charge and spin at 5.70 kcal per mole. Its maximum force is 0.0195 Eh/bohr. The value obtained for the highest occupied orbital energy is -8.60 eV. The calculation puts the orbital gap at 9.525 eV.

***

Below is 7 unconnected molecules or ions with the total composition C4H23NO7, with properties calculated with the ωB97M-V functional and the def2-TZVPD basis.

Positions of all 35 atoms, in Å:
C1 1.35 -1.80 3.25
N1 0.07 -1.85 2.54
C2 -0.03 -0.79 1.51
C3 0.99 -0.72 0.39
C4 -0.08 0.63 2.29
O1 -1.19 1.36 1.60
H1 1.07 -1.81 4.29
H2 2.08 -0.94 3.04
H3 2.11 -2.48 3.00
H4 -0.19 -2.86 2.06
H5 -1.10 -0.80 1.12
H6 1.26 0.25 -0.04
H7 0.71 -1.36 -0.47
H8 2.06 -1.04 0.54
H9 -0.37 0.56 3.26
H10 0.84 1.18 2.22
H11 -2.02 0.76 1.90
O2 -3.27 1.38 -2.17
H12 -2.51 1.30 -2.83
H13 -3.18 2.01 -1.52
O3 0.98 2.80 -0.65
H14 0.64 2.46 0.14
H15 0.61 3.75 -0.76
O4 3.46 1.56 -0.94
H16 2.55 1.85 -1.07
H17 3.84 1.79 -1.74
O5 -2.07 -1.11 -3.05
H18 -2.06 -0.38 -3.46
H19 -2.88 -1.45 -2.83
O6 0.10 1.26 -2.97
H20 0.43 1.91 -2.34
H21 0.21 0.35 -2.71
O7 -1.37 -2.88 -1.37
H22 -1.41 -2.76 -0.37
H23 -1.67 -2.13 -1.86

As for the SMILES: CN[C@H](C)CO.O.O.O.O.O.O. The calculation puts the energy above the lowest of the compared OMol25 structures with the same formula, charge and spin at 107.03 kcal per mole. Its maximum force is 0.1928 Eh/bohr. The value obtained for the highest occupied orbital energy is -9.17 eV. The calculation puts the orbital gap at 9.355 eV.

***

Below is 2 unconnected molecules or ions with the total composition C2H4INO2, with properties calculated with the ωB97M-V functional and the def2-TZVPD basis.

Positions of all 10 atoms, in Å:
C1 1.19 1.26 0.82
C2 1.27 0.03 0.36
I1 1.31 -1.74 1.47
H1 1.24 2.24 0.26
H2 1.03 1.45 1.87
H3 1.25 -0.19 -0.66
O1 -1.41 -0.29 -2.37
N1 -1.83 -1.12 -1.67
O2 -1.77 -0.57 -0.40
H4 -2.27 -1.08 0.32

As for the SMILES: C=CI.O=NO. The calculation puts the energy above the lowest of the compared OMol25 structures with the same formula, charge and spin at 87.21 kcal per mole. Its maximum force is 0.0654 Eh/bohr. The value obtained for the highest occupied orbital energy is -9.24 eV. The calculation puts the orbital gap at 9.551 eV.